No. 1
The following is a quantum chemistry calculation of a molecular structure, C7H22N4O16V, from the Open Molecules 2025 dataset.

The HOMO-LUMO gap (spin up / spin down) is 6.8 / 7.8 eV. The calculation puts the largest force on an atom at 4.212 eV/A. As for the spin multiplicity: 3. Its relative energy (zero: lowest compared OMol25 entry of this formula, charge and spin) is 0.0 kcal per mole. The value obtained for the HOMO energy (spin up / spin down) is -5.96 / -5.96 eV. The calculation puts the electronic energy at -72010.948 eV. As for the charge: -1.

Last column: Mulliken spin population.
Cartesian coordinates (Å):
V  0.58215  0.16048  0.16351  1.896
N  -0.19800  -3.00509  -0.80983  0.004
O  0.51497  -3.94801  -0.47391  0.003
O  0.15386  -1.82075  -0.47155  0.012
O  -1.24336  -3.17432  -1.43706  0.004
N  2.59582  0.23986  -2.49018  0.007
O  1.88462  0.27684  -3.51447  0.000
O  3.77084  0.57897  -2.50440  -0.001
O  2.06225  -0.11002  -1.38237  -0.006
N  3.51239  1.66164  1.41269  -0.001
O  4.29596  1.82457  0.47924  0.003
O  2.37196  1.14678  1.15925  0.010
O  3.82454  1.95663  2.57326  -0.001
N  0.89225  3.27261  -1.12434  -0.002
O  0.61744  2.12221  -0.64585  0.025
O  1.95315  3.41657  -1.71657  0.005
O  0.05661  4.18320  -0.95521  0.001
C  -1.56372  -1.00356  3.58904  0.002
C  -0.34646  -1.45258  2.79070  0.005
O  0.28759  -0.34145  2.16531  0.004
H  -1.21720  -0.24981  4.30463  0.000
H  -2.09947  -1.73149  4.19533  0.000
H  -2.27281  -0.49022  2.93804  0.001
H  -0.69857  -2.14016  2.02195  -0.004
H  0.33456  -1.97680  3.46045  0.001
H  0.92567  -0.01176  2.81666  0.006
C  -1.87562  -0.80262  -4.05671  0.000
C  -2.01514  0.18830  -2.87453  0.004
O  -0.73522  0.19843  -2.19934  0.006
H  -1.87429  -1.81933  -3.66691  0.000
H  -1.03536  -0.63437  -4.72835  0.000
H  -2.73740  -0.71198  -4.72952  0.000
H  -2.68603  -0.17367  -2.09961  -0.001
H  -2.14273  1.17298  -3.32612  0.000
H  -0.18403  0.78277  -2.73951  0.000
C  -3.52752  1.90355  0.66838  0.000
C  -2.10695  1.95288  0.14347  0.004
O  -1.51053  0.65050  0.36399  -0.002
H  -4.16845  1.12866  0.23377  0.000
H  -3.91828  2.89227  0.42033  0.000
H  -3.61590  1.69723  1.73618  0.000
H  -1.58852  2.77932  0.63007  -0.001
H  -1.93021  2.14995  -0.91512  0.001
H  -2.25085  0.03790  0.37673  0.007
C  3.20781  -2.17161  2.05167  0.002
O  2.57443  -1.63307  0.92988  0.003
H  3.89080  -2.99703  1.82823  0.001
H  3.87072  -1.49169  2.59806  0.000
H  2.42876  -2.54874  2.71915  -0.001
H  2.93346  -1.93497  0.09149  0.002

Cartesian forces (eV/Å) of the 2 atoms listed first:
V 2.9 0.6 -3.0
N -0.3 -0.9 0.1



No. 2
The following is a quantum chemistry calculation of 3 unconnected molecules or ions with the total composition C7H22O11P3, from the Open Molecules 2025 dataset.

The HOMO-LUMO gap is 2.8 eV. The calculation puts the largest force on an atom at 9.651 eV/A. The value obtained for the HOMO energy is -2.98 eV. The calculation puts the electronic energy at -58002.547 eV. As for the charge: -1.

Last column: natural (NBO) charge in e.
Cartesian coordinates (Å):
C  -0.10700  -2.38887  -2.51434  -1.313
P  -1.37863  -1.04298  -2.33118  2.200
O  -1.23754  -0.50033  -0.88732  -1.193
O  -1.05702  0.24619  -3.39593  -1.014
O  -2.95368  -1.55595  -2.61930  -0.990
H  0.76415  -1.98977  -1.90163  0.185
H  0.31283  -2.39764  -3.57548  0.176
H  -0.39843  0.77556  -2.91235  0.489
H  -2.98809  -2.27244  -3.27076  0.495
C  -2.75982  2.09911  0.49819  -0.239
O  -2.66009  3.52130  0.43927  -0.806
P  -3.20078  4.33063  -0.96844  2.310
O  -4.24125  3.30546  -1.38397  -0.988
O  -1.75619  4.05302  -1.71222  -0.779
C  -0.55037  4.32130  -0.99388  -0.250
O  -3.65595  5.41281  -2.22520  -0.668
C  -3.06496  6.71361  -2.17266  -0.277
H  -2.19370  1.76062  1.36773  0.183
H  -3.80024  1.79786  0.64059  0.190
H  -2.34745  1.63494  -0.39743  0.234
H  -0.15381  3.38486  -0.59497  0.200
H  -0.71540  5.01694  -0.16814  0.168
H  0.18107  4.75114  -1.67970  0.179
H  -2.00509  6.65956  -2.43878  0.178
H  -3.17370  7.14631  -1.17509  0.164
H  -3.57515  7.35601  -2.89106  0.194
C  4.02108  -5.83790  3.29232  -0.227
O  2.95755  -4.90712  3.33373  -0.811
P  2.40203  -4.23259  1.85528  2.318
O  2.79821  -5.40286  0.96942  -1.028
O  3.59916  -3.09326  1.90421  -0.791
C  3.81971  -2.38439  3.12178  -0.245
O  1.63364  -3.40272  0.56592  -0.619
C  0.88090  -2.23499  0.93545  -0.300
H  4.36247  -5.99962  4.31750  0.171
H  3.67134  -6.79646  2.90118  0.197
H  4.85140  -5.46269  2.69316  0.182
H  4.66921  -2.82703  3.64876  0.174
H  2.94390  -2.41456  3.77350  0.174
H  4.05223  -1.34448  2.88798  0.183
H  1.55942  -1.42371  1.21930  0.158
H  0.20726  -2.46225  1.76449  0.158
H  0.28675  -1.91261  0.08005  0.279

Cartesian forces (eV/Å) of the 2 atoms listed first:
C -0.5 1.8 -1.0
P 3.0 -1.0 2.4



No. 3
The following is a quantum chemistry calculation of a molecular structure, C7H23N4O8P3PdS2, from the Open Molecules 2025 dataset.

The HOMO-LUMO gap is 8.0 eV. The calculation puts the largest force on an atom at 1.377 eV/A. Its relative energy (zero: lowest compared OMol25 entry of this formula, charge and spin) is 14.0 kcal per mole. The value obtained for the HOMO energy is -14.26 eV. The calculation puts the electronic energy at -82983.925 eV. As for the charge: +2.

Last column: natural (NBO) charge in e.
Cartesian coordinates (Å):
Pd  0.38056  -0.28917  -0.20978  0.927
N  -2.27543  -2.95463  1.59747  -0.696
C  -2.53390  -1.95876  0.46586  -0.619
C  -3.90220  -2.21510  -0.15112  -0.651
P  -2.38887  -0.26025  1.26508  2.390
O  -3.86336  -0.02890  1.83310  -0.999
O  -1.52238  -0.53457  2.47017  -1.191
O  -2.00449  0.72675  0.24184  -1.134
P  -1.14280  -2.25813  -0.70949  2.337
O  -1.57920  -3.63506  -1.34144  -0.988
O  0.08413  -2.36005  0.19946  -1.084
O  -0.92118  -1.14109  -1.72041  -1.051
H  -2.55944  -2.54950  2.49564  0.462
H  -1.25780  -3.10819  1.66542  0.475
H  -2.75444  -3.84377  1.44289  0.439
H  -4.69443  -2.09348  0.58664  0.244
H  -3.96336  -3.21028  -0.59133  0.237
H  -4.07038  -1.48914  -0.94739  0.259
H  -4.41177  0.53222  1.27382  0.525
H  -1.12966  -3.91650  -2.14704  0.541
N  4.54416  2.41083  1.95234  -0.697
C  3.31783  2.31343  1.08120  -0.619
P  2.18600  1.14381  1.97663  2.155
O  2.89634  0.92010  3.27128  -1.125
O  1.86485  -0.04940  1.09948  -1.057
C  0.64250  2.03477  2.41337  -0.619
N  0.02606  1.24961  3.52793  -0.713
H  5.36225  1.99016  1.51230  0.444
H  4.29623  1.86341  2.81785  0.486
H  4.78052  3.37137  2.19928  0.442
H  3.59315  1.91751  0.10774  0.272
H  2.89556  3.30597  0.94154  0.257
H  -0.08218  2.11552  1.60245  0.272
H  0.89114  3.02699  2.78842  0.244
H  -0.57340  0.42004  3.13943  0.492
H  -0.60165  1.83597  4.07766  0.433
H  0.75897  0.89912  4.15296  0.448
S  0.77825  1.68414  -1.24958  -0.110
C  0.99519  0.95133  -2.81027  0.006
N  0.15513  1.17737  -3.78285  -0.510
C  0.32311  0.36327  -4.99222  -0.233
C  1.79202  -0.05078  -4.99372  -0.532
S  2.27515  -0.10417  -3.23274  0.414
H  -0.68955  1.70286  -3.59404  0.447
H  0.06407  0.94152  -5.87580  0.247
H  -0.34461  -0.49662  -4.91033  0.227
H  2.42145  0.67885  -5.49916  0.245
H  1.94184  -1.02940  -5.44055  0.263

Cartesian forces (eV/Å) of the 2 atoms listed first:
Pd 0.7 -0.8 -0.9
N 0.0 0.0 0.1



No. 4
The following is a quantum chemistry calculation of a molecular structure, C7H23N4O8P3PdS2, from the Open Molecules 2025 dataset.

The HOMO-LUMO gap (spin up / spin down) is 9.1 / 7.5 eV. The calculation puts the largest force on an atom at 0.532 eV/A. As for the spin multiplicity: 3. Its relative energy (zero: lowest compared OMol25 entry of this formula, charge and spin) is 0.0 kcal per mole. The value obtained for the HOMO energy (spin up / spin down) is -13.96 / -14.29 eV. The calculation puts the electronic energy at -82983.690 eV. As for the charge: +2.

Last column: Mulliken spin population.
Cartesian coordinates (Å):
Pd  0.26708  0.33952  -0.01763  1.413
N  1.96474  -3.47894  0.88173  0.001
C  1.61406  -2.80119  -0.44291  0.002
C  2.08491  -3.64669  -1.61676  -0.001
P  -0.23301  -2.56094  -0.37913  0.024
O  -0.87827  -3.86857  -1.00686  0.004
O  -0.57610  -2.58779  1.08257  -0.003
O  -0.58054  -1.33123  -1.18054  0.096
P  2.45874  -1.15164  -0.29854  -0.012
O  3.96053  -1.63930  -0.44124  0.005
O  2.08089  -0.71896  1.09531  0.069
O  2.03333  -0.16516  -1.36229  0.094
H  1.22667  -4.11627  1.18950  0.000
H  2.02967  -2.72856  1.59081  0.002
H  2.85329  -3.97938  0.82322  0.000
H  1.60908  -4.62779  -1.62216  0.000
H  3.16745  -3.77090  -1.60157  0.000
H  1.82744  -3.13657  -2.54584  0.000
H  -1.00898  -3.86743  -1.96476  -0.001
H  4.62788  -0.96650  -0.62863  -0.002
N  -3.61983  3.18735  2.71535  0.000
C  -3.00167  2.58846  1.47376  0.002
P  -2.28436  0.96440  2.02979  0.009
O  -2.78897  0.84399  3.42989  0.006
O  -0.81645  0.91654  1.72466  0.062
C  -3.13037  -0.37897  1.09795  -0.003
N  -2.88477  -1.62580  1.89298  -0.001
H  -3.12028  4.01674  3.03330  0.000
H  -3.52921  2.43183  3.44568  0.000
H  -4.59876  3.44067  2.59273  0.000
H  -2.22338  3.24577  1.09656  -0.001
H  -3.76422  2.48600  0.70472  0.000
H  -2.74343  -0.52649  0.08888  0.001
H  -4.20304  -0.19415  1.06104  -0.001
H  -1.90934  -2.02259  1.65259  0.000
H  -3.56849  -2.34855  1.67313  0.000
H  -2.95446  -1.40873  2.89318  0.000
S  -0.93474  1.88531  -1.51175  0.156
C  0.56209  2.66758  -1.74091  0.025
N  1.20025  2.71919  -2.88439  0.022
C  2.59497  3.16494  -2.83974  -0.001
C  2.70423  4.04566  -1.59828  0.002
S  1.42866  3.42181  -0.45124  0.027
H  0.82298  2.22048  -3.67916  -0.001
H  2.84555  3.71563  -3.74335  0.000
H  3.22890  2.27948  -2.76343  0.002
H  2.47611  5.08699  -1.81578  0.002
H  3.68318  3.98081  -1.13246  0.000

Cartesian forces (eV/Å) of the 2 atoms listed first:
Pd 0.3 0.4 -0.2
N 0.0 0.0 0.0



Q: Number 1 is which compound?
A: C7H22N4O16V



Q: What is the electronic energy in the third record?
A: -82983.925 eV